Entry 1:
Here is a structure of composition C15H28IN4O2SiYb in a non-equilibrium geometry from the Open Molecules 2025 dataset. Energies are from ωB97M-V/def2-TZVPD.

Element x y z (Å)
1 C 0.752 0.208 -3.992
2 I -3.021 3.584 -1.142
3 H -0.277 -0.072 -4.230
4 H 1.439 -0.465 -4.526
5 H 0.926 1.217 -4.397
6 C -0.458 2.626 -0.144
7 C -1.633 2.084 -0.702
8 N -1.163 1.199 -1.728
9 C 0.166 1.176 -1.729
10 N 0.582 2.079 -0.815
11 H -0.325 3.405 0.577
12 H -2.379 1.573 -0.035
13 C 0.831 -2.614 -0.135
14 C 0.784 -1.064 -1.754
15 N 1.316 -1.367 -0.540
16 H -0.451 -4.020 -1.239
17 N 0.076 -2.135 -2.146
18 H 1.107 -3.041 0.819
19 Yb -0.669 0.437 0.356
20 C 1.102 0.234 -2.579
21 O 2.397 0.505 -2.414
22 C 0.065 -3.078 -1.124
23 C -0.505 -2.445 -3.450
24 H -1.430 -1.882 -3.625
25 H -0.759 -3.510 -3.438
26 H 0.211 -2.271 -4.259
27 C 2.405 -0.705 0.184
28 H 3.096 -1.483 0.543
29 H 2.022 -0.164 1.071
30 H 2.921 -0.031 -0.509
31 C 1.919 2.658 -0.624
32 H 1.855 3.752 -0.698
33 H 2.572 2.249 -1.395
34 H 2.293 2.406 0.375
35 C -2.144 0.510 -2.568
36 H -1.791 0.470 -3.603
37 H -3.063 1.109 -2.548
38 H -2.374 -0.500 -2.179
39 C -1.930 0.988 4.158
40 Si -0.642 -0.354 3.769
41 C 1.071 0.361 4.187
42 C -0.916 -1.816 4.933
43 O -0.736 -0.752 2.221
44 H -1.791 1.383 5.175
45 H -2.945 0.568 4.090
46 H -1.867 1.833 3.454
47 H 1.148 0.564 5.266
48 H 1.863 -0.355 3.921
49 H 1.265 1.303 3.652
50 H -1.936 -2.211 4.832
51 H -0.214 -2.630 4.702
52 H -0.763 -1.515 5.980

Calculated total energy: -2703.4857 Ha
HOMO (alpha / beta): 2.135 / 1.197 eV
Total charge: -2
2S+1: 2

Entry 2:
Here is a structure of composition C15H28N2O7P3S2Zr in a non-equilibrium geometry from the Open Molecules 2025 dataset. Energies are from ωB97M-V/def2-TZVPD.

Element x y z (Å)
1 Zr 1.195 0.506 0.135
2 S 0.696 1.852 2.174
3 C 0.432 3.418 1.433
4 C 0.169 4.473 2.359
5 N -0.082 5.296 3.122
6 C 0.425 3.683 0.102
7 S 0.631 2.498 -1.185
8 C 0.208 5.018 -0.350
9 N 0.041 6.085 -0.747
10 C 4.934 -1.997 0.375
11 C 4.179 -1.239 -0.704
12 O 4.777 -1.268 -1.991
13 P 4.093 0.560 -0.359
14 O 3.537 1.278 -1.645
15 O 5.504 1.131 -0.022
16 O 3.130 0.864 0.745
17 P 2.391 -1.699 -0.766
18 O 2.447 -3.139 -1.399
19 O 1.662 -0.661 -1.612
20 O 1.764 -1.596 0.609
21 H 5.966 -1.655 0.433
22 H 4.924 -3.066 0.157
23 H 4.457 -1.841 1.345
24 H 4.882 -2.181 -2.290
25 H 3.911 1.080 -2.517
26 H 6.188 1.206 -0.705
27 H 1.614 -3.632 -1.484
28 C -0.884 -1.234 2.665
29 C -1.600 -1.570 1.348
30 C -3.046 -1.971 1.642
31 P -1.345 -0.201 0.095
32 C -2.656 1.124 0.268
33 C -4.014 0.785 -0.350
34 C -2.851 1.572 1.722
35 C -1.586 -1.057 -1.559
36 C -1.405 -0.063 -2.712
37 C -2.853 -1.886 -1.768
38 H -0.938 -2.092 3.337
39 H -1.356 -0.390 3.166
40 H 0.171 -1.009 2.514
41 H -1.085 -2.420 0.886
42 H -3.597 -1.149 2.096
43 H -3.051 -2.798 2.353
44 H -3.581 -2.295 0.752
45 H -2.212 1.954 -0.290
46 H -4.375 -0.193 -0.036
47 H -3.993 0.828 -1.438
48 H -4.738 1.526 -0.007
49 H -3.485 0.873 2.267
50 H -3.358 2.538 1.726
51 H -1.916 1.688 2.257
52 H -0.740 -1.755 -1.572
53 H -2.111 0.766 -2.641
54 H -1.582 -0.572 -3.661
55 H -0.399 0.343 -2.743
56 H -3.740 -1.265 -1.852
57 H -3.004 -2.613 -0.972
58 H -2.748 -2.438 -2.704

Calculated total energy: -3092.1359 Ha
HOMO: -10.985 eV
Total charge: +1
2S+1: 1
ΔE to the lowest compared entry with this formula, charge and spin: 127.90 kJ/mol

Entry 3:
Here is a cluster of 2 separate species, C15H28N6O5 in total in a non-equilibrium geometry from the Open Molecules 2025 dataset. Energies are from ωB97M-V/def2-TZVPD.

Element x y z (Å)
1 C -1.849 2.854 -0.679
2 C -0.954 3.969 -1.237
3 C -0.977 3.969 -2.777
4 O -0.457 2.739 -3.291
5 C -0.109 5.102 -3.362
6 O -0.371 5.165 -4.769
7 C -0.349 6.509 -2.747
8 O -1.004 7.380 -3.695
9 C -1.158 6.452 -1.476
10 N -1.740 7.436 -0.860
11 N -2.360 6.874 0.224
12 N -2.175 5.600 0.280
13 N -1.416 5.294 -0.794
14 H -2.891 3.012 -0.975
15 H -1.796 2.834 0.414
16 H -1.526 1.880 -1.055
17 H 0.071 3.808 -0.887
18 H -2.012 4.103 -3.116
19 H -0.388 2.815 -4.263
20 H 0.941 4.835 -3.195
21 H -0.798 6.032 -4.946
22 H 0.624 6.942 -2.492
23 H -1.328 8.182 -3.238
24 C -1.033 -4.938 4.715
25 N -0.380 -4.931 3.406
26 C 0.169 -3.847 2.842
27 O 0.137 -2.754 3.396
28 C 0.848 -4.004 1.459
29 C 0.320 -3.011 0.398
30 C 0.666 -1.520 0.609
31 C 2.176 -1.270 0.668
32 C 0.106 -0.704 -0.556
33 N 0.722 -5.363 0.903
34 C 1.513 -6.411 1.129
35 C 2.759 -6.254 1.978
36 O 1.229 -7.501 0.664
37 H -0.305 -4.691 5.491
38 H -1.828 -4.190 4.734
39 H -1.458 -5.922 4.919
40 H -0.331 -5.798 2.893
41 H 1.905 -3.798 1.611
42 H 0.722 -3.305 -0.573
43 H -0.765 -3.108 0.347
44 H 0.207 -1.145 1.521
45 H 2.369 -0.198 0.709
46 H 2.591 -1.714 1.571
47 H 2.666 -1.690 -0.210
48 H 0.322 0.353 -0.402
49 H 0.554 -1.026 -1.496
50 H -0.975 -0.834 -0.609
51 H -0.056 -5.544 0.288
52 H 3.265 -7.217 2.039
53 H 2.485 -5.925 2.978
54 H 3.426 -5.531 1.514

Calculated total energy: -1293.1056 Ha
SMILES: C[C@H]1[C@H](O)[C@@H](O)[C@@H](O)c2nnnn21.CNC(=O)[C@H](CC(C)C)NC(C)=O
HOMO: -9.517 eV
Total charge: 0
2S+1: 1
ΔE to the lowest compared entry with this formula, charge and spin: 57.42 kJ/mol

Entry 4:
Here is a cluster of 6 separate species, C15H28NO18S2 in total in a non-equilibrium geometry from the Open Molecules 2025 dataset. Energies are from ωB97M-V/def2-TZVPD.

Element x y z (Å)
1 N -6.763 -20.918 35.726
2 O -6.314 -19.806 36.043
3 O -6.018 -21.721 35.059
4 O -7.872 -21.258 36.070
5 O -10.376 -15.898 32.179
6 S -11.263 -16.710 32.911
7 O -12.528 -17.248 32.310
8 O -10.432 -18.075 33.408
9 C -9.808 -18.802 32.413
10 C -8.858 -19.710 33.027
11 C -11.872 -15.945 34.403
12 H -9.246 -18.224 31.722
13 H -10.830 -19.435 32.020
14 H -9.429 -20.625 33.424
15 H -8.116 -19.300 33.661
16 H -7.976 -20.059 32.470
17 H -12.396 -14.983 34.238
18 H -11.004 -16.147 35.089
19 H -12.725 -16.662 34.652
20 O -0.995 -21.542 36.814
21 S -1.578 -21.258 35.513
22 O -0.760 -20.797 34.400
23 O -2.302 -22.593 34.917
24 C -2.351 -22.799 33.491
25 C -2.833 -24.271 33.355
26 C -2.797 -20.135 36.049
27 H -1.381 -22.628 33.128
28 H -2.797 -21.932 32.911
29 H -3.107 -24.480 32.364
30 H -3.469 -24.388 34.129
31 H -1.988 -24.773 33.657
32 H -3.495 -19.922 35.192
33 H -2.352 -19.181 36.415
34 H -3.233 -20.887 36.756
35 C -11.312 -20.286 35.621
36 C -12.036 -21.226 36.588
37 O -12.871 -20.369 37.316
38 C -12.785 -19.128 36.782
39 O -13.652 -18.330 37.002
40 O -12.058 -19.171 35.743
41 H -11.412 -20.810 34.614
42 H -10.194 -20.268 35.925
43 H -11.391 -21.687 37.495
44 H -12.865 -21.976 36.200
45 C -5.347 -19.213 32.429
46 C -5.356 -20.504 31.558
47 O -4.016 -20.511 31.075
48 C -3.238 -19.529 31.571
49 O -2.093 -19.369 31.419
50 O -4.039 -18.702 32.295
51 H -5.304 -19.461 33.484
52 H -6.182 -18.632 32.339
53 H -6.051 -20.156 31.078
54 H -5.572 -21.406 31.941
55 C -3.063 -24.017 37.889
56 C -4.500 -23.981 37.348
57 O -5.065 -25.251 37.584
58 C -4.102 -26.012 38.214
59 O -4.193 -27.147 38.479
60 O -2.891 -25.373 38.202
61 H -3.059 -23.362 38.778
62 H -2.362 -23.751 37.203
63 H -4.392 -23.627 36.239
64 H -5.049 -23.205 37.778

Calculated total energy: -2793.5394 Ha
HOMO: -6.047 eV
Total charge: -1
2S+1: 1
ΔE to the lowest compared entry with this formula, charge and spin: 161.12 kJ/mol

Number 1: molar mass 624.45 Da. Number 2: molar mass 596.68 Da. Number 3: molar mass 372.43 Da. Number 4: molar mass 574.51 Da.